Entry 1:
# C4H7NO

A molecular structure, C4H7NO at a distorted geometry (ωB97M-V/def2-TZVPD, the Open Molecules 2025 dataset).

XYZ file:
```
13
Properties=species:S:1:pos:R:3:nbo_charge:R:1
C -0.998 -0.943 0.102 -0.7262
C -0.710 0.700 -0.823 -0.0066
O -0.139 1.396 0.220 -0.5047
C 1.079 0.803 0.532 -0.1508
C 1.135 -0.734 0.477 0.2031
N 1.778 -1.668 0.173 -0.3556
H -1.628 -0.401 0.802 0.2114
H -1.375 -1.582 -0.704 0.2264
H -0.527 -1.711 0.826 0.2802
H -1.668 1.225 -1.099 0.2039
H -0.100 0.604 -1.754 0.1747
H 1.325 1.264 1.503 0.2303
H 1.828 1.047 -0.254 0.2139
```

**DFT total energy**: -286.44117 a.u.
**Strongest force on any atom**: 0.0598 hartree/bohr
**LUMO energy**: 0.54 eV
**Energy relative to the best compared isomer or geometry (same formula, charge and spin)**: 119.53 kcal per mole

***

Entry 2:
# C21H40NO4

A single C21H40NO4 molecule at a distorted geometry (ωB97M-V/def2-TZVPD, the Open Molecules 2025 dataset).

XYZ file:
```
66
Properties=species:S:1:pos:R:3:lowdin_spin:R:1
C 2.097 3.868 1.290 0.0000
O 1.297 5.019 1.141 0.0000
C 0.075 4.957 1.847 0.0000
C -0.978 4.081 1.154 0.0000
C -2.018 3.509 2.138 0.0000
C -2.264 2.009 1.878 0.0000
C -1.062 1.187 2.316 0.0002
C -1.089 -0.302 1.947 0.0000
C -1.372 -0.608 0.465 0.0012
C -0.157 -1.068 -0.369 0.0011
C -0.578 -1.047 -1.851 0.0002
C -1.846 -1.856 -2.223 0.0001
C -3.025 -1.005 -2.762 0.0000
C -4.303 -1.241 -2.004 0.0000
O -5.170 -2.023 -2.349 0.0000
O -4.392 -0.486 -0.874 0.0000
C 0.245 -2.475 0.102 0.0159
C 1.608 -3.006 -0.370 0.0248
C 1.947 -4.206 0.537 -0.0017
C 1.571 -3.571 -1.818 0.0054
N 2.685 -1.995 -0.192 0.3751
O 3.277 -2.049 0.940 0.5264
C 2.404 -0.612 -0.667 0.0256
C 3.453 0.322 -0.038 -0.0019
C 2.604 -0.460 -2.183 0.0041
C 1.025 -0.107 -0.189 0.0165
H 3.143 4.154 1.381 0.0000
H 2.017 3.232 0.404 0.0000
H 1.824 3.288 2.174 0.0000
H -0.296 5.979 1.908 0.0000
H 0.252 4.603 2.868 0.0000
H -1.472 4.674 0.386 0.0000
H -0.437 3.286 0.640 0.0000
H -2.954 4.030 1.941 0.0000
H -1.720 3.667 3.173 0.0000
H -3.156 1.712 2.431 0.0000
H -2.478 1.923 0.814 0.0000
H -0.122 1.613 1.964 0.0001
H -1.027 1.251 3.407 0.0000
H -1.808 -0.837 2.568 0.0000
H -0.114 -0.716 2.209 0.0000
H -2.127 -1.392 0.428 0.0001
H -1.804 0.248 -0.052 0.0000
H 0.220 -1.376 -2.505 0.0000
H -0.766 -0.003 -2.111 0.0001
H -2.177 -2.502 -1.413 0.0001
H -1.576 -2.525 -3.039 0.0000
H -3.196 -1.237 -3.809 0.0000
H -2.796 0.060 -2.714 0.0000
H -4.936 -0.949 -0.228 0.0000
H 0.236 -2.537 1.189 0.0011
H -0.515 -3.179 -0.242 0.0014
H 1.232 -4.991 0.288 -0.0003
H 2.939 -4.591 0.319 -0.0002
H 1.813 -3.980 1.589 0.0001
H 2.443 -3.229 -2.368 0.0017
H 1.649 -4.655 -1.780 -0.0002
H 0.648 -3.339 -2.337 0.0001
H 3.359 1.285 -0.545 -0.0004
H 4.456 -0.052 -0.216 -0.0003
H 3.272 0.495 1.017 0.0002
H 3.669 -0.404 -2.405 0.0006
H 2.117 0.443 -2.543 -0.0002
H 2.210 -1.290 -2.763 0.0002
H 1.140 0.196 0.850 0.0010
H 0.802 0.810 -0.742 0.0014
```

**2S+1**: 2
**DFT total energy**: -1179.79966 a.u.
**Strongest force on any atom**: 0.0278 hartree/bohr
**LUMO energy (alpha / beta)**: 0.54 / 0.50 eV

***

Entry 3:
# C32H43IrN3O

A molecular structure, C32H43IrN3O at a distorted geometry (ωB97M-V/def2-TZVPD, the Open Molecules 2025 dataset).

XYZ file:
```
80
Properties=species:S:1:pos:R:3:lowdin_spin:R:1
Ir 0.432 0.351 1.031 1.4709
N 2.653 -3.351 2.035 0.2449
N 2.068 2.765 -0.132 0.0948
C -1.745 -0.468 0.999 0.1502
C -1.011 -0.655 2.205 0.0846
C -0.161 -1.917 2.090 0.1070
C -0.223 -2.983 3.184 0.0624
H -0.024 -2.582 4.192 0.0022
H 0.579 -3.701 2.989 0.0015
H -1.197 -3.461 3.209 0.0071
C -0.359 -2.271 0.626 0.2095
C 0.191 -3.465 -0.032 0.0338
H -0.405 -4.361 0.221 0.0129
H 1.220 -3.679 0.274 0.0060
H 0.207 -3.341 -1.123 0.0006
C -1.218 -1.370 0.010 0.0501
C -1.697 -1.417 -1.405 -0.0022
H -0.886 -1.734 -2.077 -0.0005
H -2.032 -0.423 -1.731 -0.0001
H -2.549 -2.106 -1.538 -0.0001
C -1.477 -0.059 3.493 0.0099
H -2.446 -0.516 3.763 0.0012
H -1.639 1.024 3.354 0.0035
H -0.750 -0.224 4.301 0.0001
C -2.994 0.348 0.849 0.0293
H -3.053 0.673 -0.195 0.0013
H -2.929 1.236 1.488 0.0036
H -3.939 -0.181 1.086 0.0108
C 3.689 -3.987 1.483 0.0839
H 3.837 -5.038 1.733 0.0073
C 4.613 -3.348 0.640 0.0901
H 5.463 -3.910 0.264 0.0050
C 4.437 -1.991 0.371 0.2392
H 5.123 -1.438 -0.274 0.0216
C 3.377 -1.320 0.980 0.0762
H 3.181 -0.254 0.817 0.0217
C 2.465 -2.043 1.762 0.1440
C 1.223 -1.383 2.275 0.3171
H 1.348 -0.961 3.288 0.0222
C 0.981 2.120 0.367 0.1506
C 2.045 4.051 0.377 0.0122
H 2.895 4.698 0.301 0.0006
C 0.796 4.311 0.907 0.0463
H 0.407 5.205 1.362 0.0054
N 0.055 3.145 0.762 0.0628
C -1.315 3.123 0.439 0.0126
C -2.206 3.784 1.318 0.0041
C -3.385 4.308 0.783 -0.0002
H -4.047 4.921 1.406 -0.0001
C -3.729 4.070 -0.549 0.0045
C -4.984 4.651 -1.106 0.0008
H -5.379 3.979 -1.869 0.0001
H -4.824 5.632 -1.568 0.0003
H -5.711 4.771 -0.303 0.0000
C -2.889 3.322 -1.375 -0.0002
H -3.185 3.133 -2.414 0.0001
C -1.686 2.792 -0.887 0.0076
C -0.844 1.926 -1.771 0.0240
H 0.049 2.444 -2.151 0.0006
H -1.445 1.602 -2.633 0.0015
H -0.497 1.008 -1.249 0.0166
C -1.838 4.012 2.748 0.0012
H -1.074 4.799 2.807 0.0005
H -1.463 3.117 3.274 0.0006
H -2.715 4.369 3.311 0.0000
C 1.797 -0.602 -4.747 0.0002
C 1.367 -0.905 -3.324 0.0008
O 1.425 -2.301 -3.003 0.0016
C 2.715 -2.734 -2.561 0.0035
C 2.716 -4.226 -2.339 0.0060
H 1.572 0.446 -4.951 0.0000
H 1.242 -1.223 -5.455 0.0001
H 2.871 -0.768 -4.869 0.0001
H 1.966 -0.312 -2.606 0.0012
H 0.314 -0.621 -3.184 0.0001
H 3.487 -2.464 -3.301 0.0007
H 2.952 -2.237 -1.604 0.0046
H 3.608 -4.496 -1.771 0.0036
H 2.751 -4.756 -3.295 0.0009
H 1.834 -4.551 -1.786 0.0010
```

**2S+1**: 5
**Total charge**: -1
**DFT total energy**: -1588.76170 a.u.
**Strongest force on any atom**: 0.0654 hartree/bohr
**LUMO energy (alpha / beta)**: 2.45 / 1.91 eV
**Energy relative to the best compared isomer or geometry (same formula, charge and spin)**: 26.96 kcal per mole

***

Entry 4:
# C21H27N5O5S

A single C21H27N5O5S molecule (ωB97M-V/def2-TZVPD, the Open Molecules 2025 dataset).

XYZ file:
```
59
Properties=species:S:1:pos:R:3:nbo_charge:R:1
C 9.462 -0.927 -0.758 -0.2404
O 8.802 0.313 -0.885 -0.4906
C 7.501 0.475 -0.531 0.2616
C 7.011 1.761 -0.757 -0.2297
C 5.712 2.107 -0.460 -0.1763
C 4.845 1.157 0.067 -0.1552
C 3.453 1.571 0.374 0.6814
O 3.178 2.747 0.605 -0.6595
N 2.556 0.564 0.347 -0.5885
C 1.186 0.462 0.640 -0.1289
C 0.253 1.483 0.804 0.4308
N 0.522 2.782 0.651 -0.7785
N -1.043 1.179 1.111 -0.5501
C -1.409 -0.049 1.192 0.3291
S -3.068 -0.454 1.592 0.2425
C -3.830 1.200 1.644 -0.6250
C -4.636 1.519 0.390 0.6683
O -4.262 2.413 -0.345 -0.6190
N -5.765 0.816 0.163 -0.4380
C -6.250 -0.294 0.946 -0.2015
C -6.194 -1.632 0.198 -0.4212
C -7.253 -1.752 -0.898 -0.4037
C -6.850 -1.162 -2.253 -0.3972
C -6.073 0.158 -2.194 -0.4141
C -6.492 1.100 -1.062 -0.2302
N -0.579 -1.097 1.002 -0.5954
C 0.777 -0.907 0.725 0.6191
O 1.520 -1.871 0.568 -0.6697
C 5.326 -0.127 0.317 -0.2802
C 6.635 -0.486 0.030 0.2908
O 7.127 -1.744 0.274 -0.5229
C 6.266 -2.720 0.811 -0.2539
H 8.979 -1.705 -1.354 0.1828
H 10.468 -0.750 -1.139 0.1885
H 9.518 -1.252 0.282 0.1840
H 7.695 2.481 -1.177 0.2263
H 5.350 3.107 -0.636 0.2363
H 2.908 -0.371 0.156 0.4320
H -0.207 3.440 0.862 0.4013
H 1.510 3.059 0.606 0.4403
H -2.991 1.896 1.688 0.3011
H -4.432 1.260 2.550 0.2391
H -7.291 -0.086 1.225 0.1936
H -5.670 -0.383 1.862 0.2046
H -5.196 -1.775 -0.217 0.2119
H -6.360 -2.418 0.937 0.2139
H -8.172 -1.277 -0.547 0.1917
H -7.486 -2.808 -1.053 0.2146
H -7.762 -1.016 -2.837 0.2031
H -6.237 -1.888 -2.792 0.2045
H -5.006 -0.037 -2.078 0.2098
H -6.198 0.673 -3.148 0.2173
H -6.248 2.128 -1.338 0.2479
H -7.563 1.029 -0.864 0.1906
H -0.911 -2.051 1.074 0.4274
H 4.682 -0.859 0.778 0.2204
H 5.913 -2.444 1.809 0.1788
H 6.869 -3.624 0.883 0.2005
H 5.408 -2.910 0.159 0.1834
```

**DFT total energy**: -1864.65257 a.u.
**Strongest force on any atom**: 0.0127 hartree/bohr
**LUMO energy**: 0.45 eV
**Energy relative to the best compared isomer or geometry (same formula, charge and spin)**: 0.00 kcal per mole